1.
Formula: C6H12N
Source: the Open Molecules 2025 dataset
Level of theory: ωB97M-V with the def2-TZVPD basis set

```
19
Properties=species:S:1:pos:R:3:lowdin_charge:R:1
N -0.101 -0.213 0.511 -0.219
C 1.662 1.659 0.008 0.032
C 0.412 -1.565 0.649 -0.003
C -1.130 0.297 1.537 0.055
C -0.295 0.249 -1.118 0.040
C 0.604 0.757 -0.343 -0.210
C -1.024 -0.522 -2.141 0.035
H 1.785 2.341 -0.753 0.083
H -0.512 0.532 2.367 0.083
H -1.901 -0.451 1.718 0.103
H -0.485 -0.442 -2.988 0.063
H 2.418 0.995 0.333 0.097
H -0.935 -1.530 -1.748 0.090
H 0.375 -1.636 1.789 0.129
H -0.329 -2.254 0.161 0.112
H -2.056 -0.074 -2.085 0.135
H 1.428 -1.517 0.217 0.119
H 1.533 2.171 0.979 0.123
H -1.452 1.206 0.908 0.135
```

Output
SMILES: CC1=C(C)[N+]1(C)C
HOMO-LUMO gap, hartree: 0.425
LUMO, eV: -3.003
Calculated total energy, eV: -7896.374
HOMO energy, eV: -14.6
Net charge: +1

2.
Formula: C6H12N
Source: the Open Molecules 2025 dataset
Level of theory: ωB97M-V with the def2-TZVPD basis set

```
19
Properties=species:S:1:pos:R:3:lowdin_charge:R:1
N -0.305 -0.052 0.671 -0.139
C -1.628 -0.136 1.134 -0.053
C 0.712 -0.673 -1.363 -0.087
C -0.132 0.512 -0.724 -0.252
C 0.829 -0.872 1.089 -0.093
C 0.610 1.842 -0.524 -0.003
C 0.550 -1.568 -0.176 0.073
H 0.943 1.998 -1.487 0.063
H -1.885 0.763 1.771 0.126
H -2.351 0.001 0.341 0.088
H 0.734 -1.552 1.995 0.172
H 1.303 1.874 0.227 0.058
H 1.818 -0.550 -1.519 0.154
H 0.335 -0.942 -2.306 0.104
H -0.181 -2.498 -0.217 0.198
H -1.805 -1.056 1.806 0.140
H -0.144 2.674 -0.423 0.120
H 1.723 -0.211 1.024 0.145
H -1.126 0.444 -1.320 0.187
```

Output
HOMO-LUMO gap, hartree: 0.329
LUMO, eV: -5.166
Calculated total energy, eV: -7896.477
HOMO energy, eV: -14.1
Net charge: +1

Question: Among the records above, which one has the highest calculated total energy?
Answer: number 1

Question: Among the records above, which one has the lowest HOMO-LUMO gap?
Answer: number 2